# 1
Entry from OMol25: a single C4H9NO molecule in a non-equilibrium geometry (ωB97M-V/def2-TZVPD).

The geometry in XYZ format:
```
15
Properties=species:S:1:pos:R:3:forces:R:3:mulliken_charge:R:1
C -1.728 0.515 0.264 0.0 0.0 0.0 -1.1725
C -0.786 -0.358 -0.565 0.3 0.2 -0.2 -0.3882
C 0.268 -1.150 0.221 0.6 0.2 0.0 -0.4988
N 1.561 -0.346 0.354 -0.6 0.2 0.1 -0.1934
C 1.778 0.837 -0.290 -0.1 0.2 -0.3 -0.0008
O 1.307 1.166 -1.366 0.9 0.3 0.1 -0.5785
H -2.237 1.233 -0.391 0.1 -0.1 0.1 0.3393
H -2.504 -0.030 0.819 0.2 -0.1 -0.1 0.3230
H -1.154 1.102 0.992 -0.1 -0.1 -0.1 0.2902
H -0.150 0.303 -1.166 -1.0 -0.3 0.0 0.3597
H -1.304 -0.958 -1.321 -0.1 -0.3 0.5 0.3878
H 0.487 -2.106 -0.271 0.1 0.3 0.1 0.2366
H -0.040 -1.357 1.254 0.0 0.0 -0.2 0.3100
H 2.089 -0.415 1.220 -0.5 -0.1 -0.2 0.2522
H 2.413 1.564 0.247 0.2 -0.4 0.1 0.3333
```
Positions in Å, forces in eV/Å.

Summary:
Kohn-Sham gap in eV: 10.18
Total charge: 0
Energy relative to the best compared isomer or geometry (same formula, charge and spin) in eV: 1.242
SMILES: CCCNC=O

---

# 2
Entry from OMol25: 2 unconnected molecules or ions with the total composition C4H9NO (ωB97M-V/def2-TZVPD).

The geometry in XYZ format:
```
15
Properties=species:S:1:pos:R:3:forces:R:3:mulliken_charge:R:1
C 2.262 0.203 1.457 0.1 0.0 0.1 -0.6317
C 0.930 -0.084 -1.316 -0.3 0.0 0.0 -0.4523
N -0.121 -0.043 -0.604 0.1 0.0 0.2 -0.0921
C -0.765 0.053 0.488 0.1 0.0 -0.3 -0.1449
O -2.077 0.009 0.578 0.1 0.0 0.1 -0.3270
C -2.861 -0.158 -0.601 -0.2 0.0 -0.3 -0.6151
H 2.407 0.191 2.537 0.2 0.0 0.0 0.3341
H 2.785 -0.651 1.013 -0.1 0.1 0.1 0.2372
H 2.664 1.132 1.042 0.0 -0.1 0.1 0.2483
H 1.433 -1.030 -1.512 -0.2 0.1 0.0 0.2984
H 1.356 0.832 -1.726 -0.1 -0.1 0.0 0.2862
H 1.185 0.144 1.285 0.3 0.0 0.1 0.0700
H -3.898 -0.161 -0.265 0.1 0.0 -0.2 0.2050
H -2.615 -1.108 -1.084 0.0 0.1 0.0 0.2926
H -2.684 0.672 -1.292 0.0 -0.1 0.1 0.2913
```
Positions in Å, forces in eV/Å.

Summary:
Kohn-Sham gap (spin up / spin down) in eV: 8.88 / 8.88
Total charge: 0
Energy relative to the best compared isomer or geometry (same formula, charge and spin) in eV: 4.127

---

# 3
Entry from OMol25: a single C4H9NO molecule (ωB97M-V/def2-TZVPD).

The geometry in XYZ format:
```
15
Properties=species:S:1:pos:R:3:forces:R:3:mulliken_charge:R:1
C 2.302 0.714 0.605 0.0 0.0 0.1 -1.0472
C 1.230 0.082 -0.262 0.3 -0.1 -0.3 -0.4148
N -0.128 0.000 0.181 -0.5 -0.1 -0.1 -0.4463
C -0.786 -0.897 0.751 0.4 0.2 -0.1 0.1809
O -2.096 -1.018 0.480 -0.3 0.1 0.3 -0.3383
C -2.548 -0.102 -0.512 -0.3 0.2 -0.1 -0.6187
H 2.598 0.078 1.443 -0.1 0.1 0.0 0.2908
H 3.168 0.854 -0.051 0.0 0.0 0.3 0.3312
H 1.992 1.696 0.976 0.0 -0.2 0.0 0.3030
H 1.559 -0.912 -0.588 0.1 0.1 0.1 0.3305
H 1.157 0.697 -1.165 0.3 -0.1 -0.1 0.2749
H -0.516 -1.655 1.491 0.3 -0.1 -0.2 0.3770
H -3.601 -0.333 -0.650 0.0 0.1 0.0 0.2323
H -1.995 -0.208 -1.454 -0.1 -0.1 0.2 0.2581
H -2.393 0.923 -0.170 -0.2 -0.1 -0.1 0.2868
```
Positions in Å, forces in eV/Å.

Summary:
Kohn-Sham gap in eV: 9.93
Total charge: 0
Energy relative to the best compared isomer or geometry (same formula, charge and spin) in eV: 2.124
SMILES: CC/N=C/OC

---

Q: What is the formula in the second record?
A: C4H9NO

---

Q: energy relative to the best compared isomer or geometry (same formula, charge and spin) of number 3 (C4H9NO)?
A: 2.124 eV

---

Q: The highest energy relative to the best compared isomer or geometry (same formula, charge and spin) belongs to which entry?
A: number 2